Record 1
Below is 2 unconnected molecules or ions with the total composition C4H12N2OP in a non-equilibrium geometry, with properties calculated with ωB97M-V/def2-TZVPD.

```
20
Properties=species:S:1:pos:R:3:forces:R:3
C -0.834063 -0.110464 -0.034165 -0.1 0.4 -2.0
C 1.291272 -0.632636 1.547316 -0.2 0.0 1.6
C -3.116416 0.503267 0.642985 -0.5 1.0 2.2
C 0.636418 -0.487423 0.229168 -0.1 1.1 -0.3
N -1.715355 0.073231 0.954741 -0.1 -0.6 1.3
N 1.284289 1.550745 -0.290223 -2.5 -0.4 4.6
O -1.076408 0.091711 -1.238791 -0.1 -0.2 1.7
P 1.301925 -1.387696 -1.102814 -2.4 -0.7 -1.9
H 2.288840 -1.086411 1.338303 -0.2 1.2 0.7
H 0.851616 -1.452430 2.204690 -0.1 1.1 -0.9
H 1.187264 0.388955 2.122416 0.8 -2.2 -0.9
H -3.310909 1.473887 1.195206 0.5 -0.8 -0.7
H -3.197119 0.705432 -0.416433 -0.1 -0.4 -0.1
H -3.929322 -0.143974 1.096756 1.3 0.1 -1.0
H -1.450034 -0.172343 1.944406 -0.5 0.4 -1.7
H 1.596119 1.546159 -1.192169 1.2 0.2 -2.7
H 1.929529 1.877417 0.458540 -0.7 0.0 -1.3
H 0.310610 1.923919 -0.223587 1.5 0.1 -0.1
H 0.834723 -0.637558 -2.294062 0.8 -0.8 1.3
H 2.633685 -1.276614 -0.972686 1.5 0.5 0.1
```
Positions in Å, forces in eV/Å.

Values from the calculation:
LUMO ... -5.317 eV
HOMO ... -13.59 eV
Net charge ... +1
Energy above the lowest of the compared OMol25 structures with the same formula, charge and spin ... 147.18 kJ/mol
Energy ... -685.37928 Ha
2S+1 ... 1

Record 2
Below is 13 unconnected molecules or ions with the total composition C62H89N5O34 in a non-equilibrium geometry, with properties calculated with ωB97M-V/def2-TZVPD.

```
190
Properties=species:S:1:pos:R:3:forces:R:3
C 2.203265 -3.163104 -6.274182 0.2 0.7 0.4
C 1.282367 -3.031659 -7.319296 -0.1 0.6 2.5
C -0.030845 -2.697764 -6.967040 1.0 -0.2 -0.1
C -0.380460 -2.714808 -5.639002 0.1 0.4 -0.3
C 0.535019 -2.907686 -4.622433 -1.1 1.5 1.9
C 1.860986 -2.937109 -4.923983 0.6 -1.5 -1.3
N -1.739429 -2.317858 -5.258694 -0.8 -0.8 -3.3
O -2.533098 -1.999791 -6.157459 1.0 0.2 0.7
O -2.051783 -2.463459 -4.132153 -0.7 0.2 2.8
H 3.263493 -3.283570 -6.450874 0.0 -0.1 -0.4
H 1.670227 -2.911802 -8.283868 0.1 -0.3 -1.5
H -0.710946 -2.323694 -7.682920 -0.8 0.0 -0.7
H 0.164627 -2.744774 -3.583416 0.4 -0.4 -0.9
H 2.661726 -2.943437 -4.198324 -0.3 0.0 0.0
C -3.091317 -4.705858 -0.137814 -2.0 -0.2 0.4
C -4.394954 -4.898726 0.419312 1.1 0.5 -0.5
C -4.553440 -5.211585 1.731332 0.9 -0.9 2.2
C -3.393533 -5.420724 2.545459 -0.7 -0.4 -1.5
C -2.150586 -5.320442 1.973309 1.6 0.3 0.3
C -1.995645 -4.959695 0.643469 -0.4 0.5 -1.0
N -3.517872 -5.810891 3.959929 2.4 1.3 -0.5
O -2.483957 -6.119024 4.556324 -1.1 -0.2 -0.5
O -4.578810 -5.608234 4.466128 -1.6 -0.4 1.0
H -2.991299 -4.315789 -1.144722 0.0 -0.2 0.0
H -5.301841 -4.738287 -0.116798 -0.3 0.2 -0.7
H -5.526476 -5.360814 2.199355 0.2 0.2 -0.3
H -1.202149 -5.390138 2.505810 -0.6 -0.4 0.4
H -1.055744 -4.777518 0.141509 0.4 -0.2 0.7
C 2.286974 3.501247 -2.396984 0.1 -0.1 -0.9
C 3.456784 4.264848 -2.355002 -0.9 -0.6 1.1
C 4.163476 4.323885 -1.159508 2.1 3.3 -1.6
C 3.724265 3.638996 -0.117089 -0.7 -1.2 0.8
C 2.641531 2.775727 -0.207979 -0.2 -0.5 2.0
C 1.878105 2.655009 -1.357370 1.7 1.3 0.5
N 4.386817 3.851591 1.171344 -1.3 -0.6 0.3
O 5.232380 4.733430 1.239701 -0.4 -1.0 0.8
O 3.941475 3.121468 2.063629 1.4 1.8 0.0
H 1.672687 3.611663 -3.277310 0.0 -0.4 -0.1
H 3.730264 4.880036 -3.173463 0.2 0.4 -0.7
H 4.979885 5.087640 -0.935488 -1.0 -1.3 -0.8
H 2.443455 2.350381 0.791196 -0.6 -0.4 -1.0
H 1.040274 2.005470 -1.376045 -0.7 -0.4 -0.3
C -2.407674 2.268743 6.425726 1.3 0.4 0.2
C -1.948314 1.061530 5.931528 0.1 0.4 -0.4
C -0.945848 1.088382 4.962560 0.9 -0.3 -0.4
C -0.336835 2.271854 4.560347 -0.6 0.2 0.2
C -0.766183 3.476611 5.083464 0.6 2.6 0.0
C -1.745181 3.482953 6.031997 -2.5 -1.9 1.2
N 0.658854 2.309716 3.465159 -1.0 -0.2 -0.6
O 1.054695 3.405463 3.103838 0.1 -0.8 0.3
O 0.876916 1.245621 2.898623 0.5 0.6 0.3
H -3.153517 2.190582 7.217636 0.0 0.6 -0.3
H -2.369277 0.126024 6.295177 0.1 0.1 -0.3
H -0.550754 0.192828 4.511627 -0.2 -0.3 0.0
H -0.396836 4.521401 4.829231 0.0 -1.9 -0.1
H -2.164299 4.366421 6.491122 0.4 0.4 -0.2
C -6.686477 4.540100 4.838881 -0.1 -1.0 0.7
C -5.889267 4.748883 3.722459 0.7 -1.2 0.4
C -5.104171 3.651006 3.288524 -1.1 -0.1 0.3
C -5.211459 2.417855 3.946990 1.3 1.0 -0.7
C -5.902536 2.228317 5.112038 -0.4 -1.3 -0.1
C -6.682120 3.274937 5.525797 -0.5 1.6 0.4
N -4.467525 1.284896 3.356925 -1.1 -1.0 -0.7
O -4.595392 0.155974 3.851563 0.6 1.6 -0.1
O -3.936593 1.509464 2.287060 0.5 -0.4 0.4
H -7.319171 5.360659 5.189118 0.2 -0.4 0.1
H -5.837353 5.734350 3.260164 0.0 -0.4 -0.1
H -4.531025 3.669792 2.385804 0.3 0.3 -0.1
H -5.889022 1.200520 5.541229 -0.1 1.1 -0.1
H -7.266232 3.134945 6.437199 0.0 0.3 -0.3
C 5.733230 1.001496 1.699389 -0.2 -0.8 0.3
C 6.169910 -0.294532 1.007463 0.2 0.6 -0.3
O 5.593832 -1.477611 1.601223 0.1 0.4 0.6
C 6.201663 -1.871117 2.714719 1.6 -0.8 0.6
O 7.067462 -1.264044 3.343346 -1.9 -1.2 -0.9
O 5.793494 -3.163208 2.919339 0.9 0.7 1.4
C 6.155319 -3.772006 4.236512 -0.1 -0.6 -2.6
H 4.657112 1.234378 1.507597 1.1 -0.4 0.2
H 6.381383 1.862569 1.454118 -0.4 -0.5 -0.2
H 5.898771 0.793344 2.765364 -0.3 0.5 -0.1
H 7.267881 -0.418905 1.029409 -0.5 0.1 -0.1
H 5.773767 -0.367570 -0.000822 0.3 0.2 -0.3
H 5.482899 -3.387337 4.930762 -0.6 0.9 1.5
H 7.198496 -3.710090 4.498650 0.2 0.5 -0.1
H 5.878779 -4.810117 4.079554 0.2 -0.1 0.0
C 0.015713 6.220065 -2.074393 -0.2 0.1 1.5
C -0.958398 5.720663 -3.095651 0.1 0.0 0.8
O -0.489508 4.398335 -3.401604 -1.0 -0.4 -0.9
C -1.440960 3.455532 -3.435069 1.7 -1.7 1.0
O -2.580235 3.548382 -3.071704 -0.3 0.2 -0.6
O -0.783897 2.283120 -3.722796 -1.3 0.5 -0.3
C -1.664046 1.113865 -3.841983 0.5 0.6 0.8
H -0.335165 7.050926 -1.411063 0.2 -0.5 -0.9
H 0.937119 6.459970 -2.579351 0.5 0.2 0.1
H 0.179627 5.367006 -1.389164 0.2 0.5 -0.2
H -0.907635 6.291270 -3.999168 -0.3 0.4 -0.6
H -1.966404 5.646531 -2.709724 -0.2 0.2 -0.1
H -2.450643 1.218812 -3.093433 0.0 -0.2 -0.2
H -1.055006 0.223740 -3.642812 -0.1 0.4 -0.1
H -2.086441 1.084675 -4.833185 -0.2 0.0 -0.3
C -3.263681 -0.937218 -0.900220 1.4 0.4 0.5
C -2.213720 -1.278311 0.211678 -2.6 0.4 -0.2
O -1.130974 -1.950049 -0.356860 1.7 0.3 -0.2
C -0.206814 -1.123164 -0.871580 -0.8 -1.9 0.0
O -0.310115 0.067311 -0.903220 0.8 0.5 -0.3
O 0.754322 -1.926414 -1.360341 -0.8 0.4 0.2
C 1.805349 -1.233331 -1.966740 0.5 2.9 0.9
H -3.240704 -1.653116 -1.733617 0.0 0.1 0.4
H -2.989163 0.054252 -1.270143 -0.2 -0.1 -0.3
H -4.236312 -0.862750 -0.456602 -0.6 -0.1 0.2
H -2.638071 -2.003298 0.892455 -0.2 0.0 0.3
H -1.962932 -0.349201 0.757255 0.2 -0.6 -0.3
H 1.458771 -0.528497 -2.752048 0.1 -0.6 0.4
H 2.500043 -1.924875 -2.342938 0.7 -1.0 -0.5
H 2.323090 -0.610835 -1.171400 -0.4 -0.6 -0.9
C 3.030263 -2.831161 4.094315 2.6 1.2 0.1
C 2.550262 -2.487775 2.752660 -0.9 -0.9 -1.1
O 1.760200 -3.685631 2.189170 0.8 2.0 1.5
C 2.051975 -3.891114 0.941503 0.8 -0.5 -1.4
O 2.801239 -3.235458 0.240993 -0.5 -0.3 0.1
O 1.449931 -5.024063 0.547606 -0.2 0.0 -0.1
C 1.595666 -5.383793 -0.833054 -0.9 0.3 -0.1
H 3.641846 -3.717819 4.100228 -0.2 -0.4 0.1
H 2.304822 -2.816494 4.845799 -1.3 -0.3 1.1
H 3.752969 -1.990895 4.348864 -0.8 -0.8 -0.1
H 3.348707 -2.268325 2.035661 -0.3 -0.2 0.3
H 1.878548 -1.644005 2.841631 -0.4 0.1 -0.5
H 0.681632 -5.972280 -1.091587 0.8 0.6 0.1
H 2.478929 -5.981747 -0.973044 0.4 -0.4 0.0
H 1.700656 -4.468819 -1.431406 -0.3 -0.4 0.0
C -1.326068 3.284369 0.350343 1.9 -1.0 -0.9
C -2.463579 4.217252 0.179304 1.4 1.3 -1.4
O -1.966520 5.600430 0.328016 -0.5 0.2 1.0
C -1.959189 6.142241 1.557809 -0.3 -0.1 -0.5
O -2.441609 5.674616 2.557699 0.0 -0.3 0.1
O -1.373883 7.341123 1.495682 0.3 0.7 0.7
C -1.393741 8.114808 2.745355 -2.5 1.1 -1.0
H -0.354752 3.640441 -0.037828 -0.4 0.9 0.5
H -1.367107 2.487053 -0.382780 -0.8 -0.8 0.2
H -1.104582 2.864041 1.333288 -0.5 0.2 0.0
H -3.261724 3.962132 0.798078 -1.3 0.1 1.4
H -2.840837 4.239685 -0.846766 0.2 -0.2 0.2
H -2.485334 8.192492 3.134890 1.9 -0.2 -0.7
H -1.044034 9.154551 2.504466 -0.2 -1.2 0.0
H -0.789033 7.682846 3.497900 0.7 -0.6 0.6
C -8.292988 1.764306 2.002492 -0.4 -0.5 -1.0
C -8.063797 0.365626 2.532877 1.8 1.4 -0.1
O -6.847956 -0.171701 1.909541 -0.8 0.1 0.6
C -6.377661 -1.361738 2.321495 -0.3 -0.1 -0.1
O -5.674785 -2.020600 1.603812 0.0 -0.1 0.5
O -6.822439 -1.691547 3.551475 0.0 0.7 -0.1
C -6.403617 -2.962248 4.071937 -1.0 0.2 -0.1
H -8.506520 1.795446 0.903034 0.6 0.0 0.9
H -7.516785 2.448388 2.328258 0.2 0.1 -0.3
H -9.203355 2.096252 2.460884 -0.6 0.3 0.4
H -8.884002 -0.254948 2.344277 -1.1 -1.2 -0.5
H -7.962665 0.472558 3.600644 0.4 -0.4 0.5
H -6.691911 -3.659932 3.294093 0.7 -0.6 0.2
H -7.006563 -3.160692 4.969202 0.1 0.3 -0.3
H -5.366591 -2.933429 4.370041 0.3 -0.2 -0.4
C 6.068269 -3.213536 -1.401093 1.2 0.3 -0.3
C 5.130751 -4.378772 -1.525307 -0.9 1.0 -0.4
O 5.581983 -5.262879 -2.560745 0.4 -1.0 1.2
C 5.185287 -4.976183 -3.747328 0.7 -0.3 -2.3
O 4.451760 -4.074269 -4.037822 -0.6 0.5 -0.7
O 5.805234 -5.801692 -4.645553 -0.8 0.3 -0.1
C 5.509969 -5.647052 -6.067930 2.1 0.9 0.1
H 7.139413 -3.472525 -1.580912 -0.8 0.0 -0.1
H 6.058913 -2.846009 -0.399856 -0.3 0.3 0.8
H 5.768089 -2.385358 -2.057223 0.3 -0.4 0.1
H 4.133398 -3.952991 -1.771320 0.6 -0.7 0.2
H 5.029437 -4.982897 -0.645650 0.2 -0.3 0.4
H 5.455504 -4.594148 -6.386416 0.2 -0.1 0.5
H 4.585166 -6.064592 -6.390226 -0.6 -0.9 0.2
H 6.416391 -6.093319 -6.583324 -1.4 0.3 0.6
C 4.814206 -0.440529 -3.602780 0.2 -0.6 -0.3
C 4.157816 0.898029 -3.879415 0.1 -0.1 0.9
O 2.755580 0.863495 -4.176230 0.5 -0.4 1.5
C 2.417330 0.981522 -5.439707 -1.1 -0.2 0.8
O 3.075169 0.958119 -6.413185 2.7 0.0 -2.0
O 1.129478 1.121889 -5.479888 -2.1 0.2 0.8
C 0.558882 1.456246 -6.739002 0.6 -0.5 0.0
H 4.563262 -1.176694 -4.366586 -0.7 -0.2 0.1
H 4.508386 -0.819581 -2.579357 0.8 0.4 -1.2
H 5.917463 -0.403456 -3.827393 -0.8 0.4 1.1
H 4.558129 1.435082 -4.679225 1.3 0.5 -1.4
H 4.315230 1.533302 -3.008560 -0.5 0.1 0.1
H 1.153944 2.239369 -7.190378 -0.1 0.3 -0.2
H -0.443521 1.779675 -6.492138 -0.2 -0.1 -0.3
H 0.624541 0.573682 -7.385963 -0.4 0.2 0.0
```
Positions in Å, forces in eV/Å.

Values from the calculation:
LUMO ... -0.646 eV
HOMO ... -9.57 eV
Net charge ... 0
Energy above the lowest of the compared OMol25 structures with the same formula, charge and spin ... 0.00 kJ/mol
Energy ... -5247.35739 Ha
2S+1 ... 1

Record 3
Below is C5H11N3O in the gas phase in a non-equilibrium geometry, with properties calculated with ωB97M-V/def2-TZVPD.

```
20
Properties=species:S:1:pos:R:3:forces:R:3
C 0.228943 2.017817 -0.230689 0.7 2.2 -1.2
C 0.541223 0.967973 0.807388 0.6 -0.1 1.5
C 0.827752 -0.408810 0.272953 -2.5 -1.8 -0.2
N -0.178531 -1.293824 0.316463 1.3 -0.1 -1.5
C -1.515195 -1.028419 0.102013 1.2 -0.4 1.5
N -1.963323 0.091838 -0.290858 -1.3 0.1 -0.1
O -3.392110 -0.039590 -0.195279 -0.6 1.5 -1.1
N 1.996139 -0.862987 -0.244759 -0.5 -0.5 -0.1
C 3.256847 -0.162089 -0.324723 -0.2 1.1 0.8
H -0.492128 1.780558 -1.059328 0.7 -0.3 1.3
H -0.170533 2.940108 0.289090 0.4 -1.0 -0.6
H 1.171975 2.345807 -0.760854 -0.8 -0.2 0.6
H -0.358807 0.812904 1.428257 0.4 0.1 -0.3
H 1.342954 1.278116 1.564800 -0.8 -0.1 -1.3
H -2.262523 -1.808721 0.352124 0.8 0.2 -0.1
H -3.741502 0.727386 -0.718316 0.6 -1.1 0.7
H 1.930595 -1.764945 -0.748933 -0.2 0.9 0.9
H 3.898203 -0.293638 0.571910 -0.3 -0.2 -0.5
H 3.777639 -0.488283 -1.223994 0.1 0.2 0.1
H 3.023592 0.923400 -0.360090 0.4 -0.6 -0.3
```
Positions in Å, forces in eV/Å.

Values from the calculation:
LUMO ... 0.796 eV
HOMO ... -7.86 eV
Net charge ... 0
Energy above the lowest of the compared OMol25 structures with the same formula, charge and spin ... 306.43 kJ/mol
SMILES ... CC/C(=N\C=N\O)NC
Energy ... -436.53032 Ha
2S+1 ... 1

Record 4
Below is C2H7N3 in the gas phase in a non-equilibrium geometry, with properties calculated with ωB97M-V/def2-TZVPD.

```
12
Properties=species:S:1:pos:R:3:forces:R:3
H -1.013596 -1.477026 0.661984 -0.1 0.6 -0.1
N -1.685478 -0.878210 0.156401 2.7 4.7 -1.1
C -1.160103 0.383588 -0.203780 -1.4 -5.8 1.9
N 0.011808 1.035793 -0.119262 0.6 -2.0 0.7
N 1.098190 0.373286 0.525894 -0.3 0.8 -1.7
C 1.416595 -0.785970 -0.364163 -0.3 1.1 -0.2
H -1.811582 0.907273 -0.778517 -2.3 1.7 -1.4
H 0.019810 2.022758 -0.157830 0.2 0.9 -0.2
H 0.703646 0.190561 1.405698 -0.1 -1.2 1.6
H 0.391777 -1.310305 -0.708841 2.9 0.9 0.3
H 2.138501 -1.428506 0.153108 -0.5 -0.2 0.0
H 2.060855 -0.206544 -1.109176 -1.3 -1.5 0.1
```
Positions in Å, forces in eV/Å.

Values from the calculation:
LUMO ... 1.021 eV
HOMO ... -9.15 eV
Net charge ... 0
Energy above the lowest of the compared OMol25 structures with the same formula, charge and spin ... 283.39 kJ/mol
SMILES ... [H]/N=C\NNC
Energy ... -244.56743 Ha
2S+1 ... 1

Record 5
Below is 2 unconnected molecules or ions with the total composition C3H8NOP in a non-equilibrium geometry, with properties calculated with ωB97M-V/def2-TZVPD.

```
14
Properties=species:S:1:pos:R:3:forces:R:3
C -0.544936 0.618672 0.833118 5.2 0.3 2.5
C -2.592003 -0.319088 -0.144792 1.9 -1.0 -2.4
C 2.439054 -0.000122 -0.742749 -0.4 -0.4 -1.1
N -1.136247 -0.202763 0.073527 -2.1 -2.9 -2.5
O -0.758684 1.499387 1.574710 -1.1 1.2 0.2
P 1.766560 -0.364167 0.933742 -2.1 0.5 -0.3
H -2.941097 -1.310519 -0.032340 0.4 -1.6 -0.4
H -3.061572 0.052855 0.648840 -2.0 2.7 2.9
H -2.929576 0.021647 -1.124198 0.2 0.4 0.3
H 2.567846 -0.843876 -1.420522 -0.4 -0.6 0.4
H 3.429976 0.334929 -0.661111 1.6 0.6 0.5
H 1.982314 0.738995 -1.385957 -0.6 0.4 0.3
H -0.528190 -0.982863 -0.131344 -0.5 0.0 -0.4
H 2.306556 0.756911 1.579078 0.0 0.3 0.1
```
Positions in Å, forces in eV/Å.

Values from the calculation:
LUMO ... 0.679 eV
HOMO ... -7.66 eV
Net charge ... 0
Energy above the lowest of the compared OMol25 structures with the same formula, charge and spin ... 230.64 kJ/mol
Energy ... -590.36550 Ha
2S+1 ... 1

Record 6
Below is 2 unconnected molecules or ions with the total composition H3PS4 in a non-equilibrium geometry, with properties calculated with ωB97M-V/def2-TZVPD.

```
8
Properties=species:S:1:pos:R:3:forces:R:3
P -1.757099 0.024422 0.220947 0.3 -0.3 0.4
S -1.157601 1.752421 0.847162 -0.5 -1.1 -0.6
S 3.277075 0.920381 0.074657 -0.1 0.3 -0.2
S -2.824167 0.037782 -1.600669 0.5 0.3 0.7
S -1.522065 -1.741233 0.995096 -0.2 1.2 -0.6
H 2.615301 0.253560 1.012482 -0.2 -0.1 0.2
H -2.912725 -1.298104 -1.647971 0.0 -0.1 0.1
H 4.281282 0.050771 0.098297 0.2 -0.2 0.0
```
Positions in Å, forces in eV/Å.

Values from the calculation:
LUMO ... -1.214 eV
HOMO ... -9.72 eV
Net charge ... 0
Energy above the lowest of the compared OMol25 structures with the same formula, charge and spin ... 42.14 kJ/mol
Energy ... -1935.92377 Ha
2S+1 ... 1